The following is a quantum chemistry calculation of 2 unconnected molecules or ions with the total composition C5H7N5 at a distorted geometry, from OMol25.

For the LUMO energy, the calculation gives 0.921 eV. As for the HOMO-LUMO gap: 10.4 eV. Its HOMO energy is -9.46 eV.

Each line ends with the Mulliken charge.
CARTESIAN COORDINATES (ANGSTROEM)
C -2.88 -2.19 0.60  -0.06
C -1.90 -1.91 -0.04  -0.44
C 1.84 3.23 1.25  0.07
C -0.75 -1.50 -0.85  -0.60
C -0.42 0.00 -0.52  0.04
N 1.91 2.94 0.17  -0.38
N 2.15 -0.25 1.62  -0.59
N 1.16 -0.04 1.17  0.86
N 0.05 0.24 0.81  -0.54
N 0.57 0.43 -1.57  -0.65
H -3.83 -2.54 0.76  0.44
H 1.84 3.54 2.30  0.26
H -1.03 -1.74 -1.83  0.35
H 0.18 -1.87 -0.52  0.33
H -1.19 0.73 -0.61  0.34
H 1.00 1.17 -1.02  0.29
H 1.32 -0.23 -1.73  0.28



The following is a quantum chemistry calculation of a molecular structure, C12H25O13Tl at a distorted geometry, from OMol25.

Its total charge is +2. For the LUMO energy, the calculation gives -13.502 eV. As for the HOMO-LUMO gap: 2.5 eV. Its HOMO energy is -15.96 eV.

Each line ends with the Mulliken charge.
CARTESIAN COORDINATES (ANGSTROEM)
Tl -2.32 -2.88 -23.86  0.98
O -3.40 -0.41 -23.11  -0.21
H -3.69 0.52 -23.21  0.21
C 2.27 -3.12 -21.70  -0.54
O 1.53 -2.27 -20.82  -0.34
C 0.38 -1.80 -21.20  0.75
O -0.13 -1.98 -22.30  -0.49
O -0.13 -1.04 -20.24  -0.33
C -1.42 -0.51 -20.44  -0.26
H 1.72 -4.04 -21.90  0.30
H 3.19 -3.35 -21.18  0.25
H 2.49 -2.58 -22.62  0.19
H -1.45 0.12 -21.34  0.03
H -1.63 0.16 -19.61  0.32
H -2.19 -1.28 -20.50  0.26
C -8.09 4.96 -23.56  -0.67
O -6.69 4.80 -23.34  -0.29
C -6.33 3.79 -22.58  0.86
O -7.03 3.11 -21.88  -0.49
O -4.99 3.67 -22.67  -0.22
C -4.40 2.54 -22.08  0.51
H -8.60 4.02 -23.79  0.34
H -8.20 5.67 -24.36  0.22
H -8.56 5.36 -22.66  0.32
H -3.55 2.28 -22.72  -0.82
H -5.11 1.70 -22.08  0.21
H -4.03 2.76 -21.07  0.36
C -7.34 3.80 -27.22  -0.58
O -6.71 2.78 -26.42  -0.27
C -7.46 2.08 -25.60  0.66
O -8.64 1.88 -25.70  -0.45
O -6.70 1.54 -24.65  -0.06
C -7.23 0.45 -23.86  -0.65
H -7.91 4.46 -26.57  0.22
H -8.02 3.40 -27.97  0.32
H -6.52 4.36 -27.65  0.26
H -6.42 0.08 -23.24  0.09
H -7.61 -0.34 -24.50  0.42
H -8.00 0.85 -23.20  0.32
C 1.70 -0.90 -25.74  -0.61
O 1.21 0.26 -25.08  -0.26
C -0.05 0.37 -24.82  0.74
O -0.85 -0.54 -24.75  -0.42
O -0.35 1.64 -24.57  -0.29
C -1.49 2.00 -23.84  0.21
H 1.02 -1.26 -26.52  0.34
H 1.84 -1.72 -25.04  0.18
H 2.64 -0.66 -26.21  0.28
H -1.20 2.42 -22.87  0.39
H -2.11 1.11 -23.66  -0.63
H -2.06 2.76 -24.38  0.34



The following is a quantum chemistry calculation of 11 unconnected molecules or ions with the total composition C16H44BO18 at a distorted geometry, from OMol25.

Its total charge is -1. For the LUMO energy, the calculation gives 1.789 eV. As for the HOMO-LUMO gap: 9.4 eV. Its HOMO energy is -7.64 eV.

Each line ends with the Mulliken charge.
CARTESIAN COORDINATES (ANGSTROEM)
O -3.54 -1.40 -2.65  -0.66
C -2.70 -0.54 -2.26  0.56
O -1.83 -0.71 -1.30  -0.52
B -1.14 0.54 -1.00  1.22
O -1.96 1.59 -1.71  -0.45
C -2.85 1.02 -2.56  0.61
O -3.64 1.57 -3.34  -0.63
O 0.30 0.57 -1.36  -0.45
C 1.01 0.71 -0.25  0.57
O 2.22 0.99 -0.17  -0.63
C 0.02 0.86 0.89  0.66
O -1.16 0.76 0.41  -0.55
O 0.22 1.05 2.16  -0.73
C -2.50 5.68 -6.80  -0.54
O -3.42 4.80 -7.35  -0.50
H -1.52 5.26 -6.54  0.25
H -2.19 6.45 -7.51  0.24
H -2.89 6.10 -5.87  0.24
H -3.54 4.07 -6.74  0.31
C 4.76 0.04 6.90  -0.57
O 4.77 1.24 7.55  -0.48
H 4.79 -0.80 7.59  0.25
H 3.83 -0.20 6.39  0.24
H 5.65 -0.13 6.28  0.27
H 5.37 1.26 8.30  0.29
C 4.89 5.15 -3.60  -1.04
C 5.17 3.77 -4.19  -0.09
O 6.44 3.80 -4.67  -0.51
H 5.80 5.43 -3.06  0.30
H 3.96 5.15 -3.04  0.32
H 4.69 5.78 -4.46  0.26
H 4.42 3.75 -4.98  0.25
H 5.08 3.11 -3.33  0.21
H 6.60 3.20 -5.40  0.30
C -7.26 0.96 0.93  -0.86
C -7.50 2.45 0.57  -0.34
O -8.80 2.79 0.91  -0.52
H -7.64 0.75 1.92  0.28
H -6.19 0.78 0.75  0.25
H -7.76 0.33 0.19  0.29
H -7.37 2.51 -0.51  0.24
H -6.73 3.11 0.97  0.34
H -9.28 2.35 0.20  0.32
C 8.33 -0.95 1.23  -0.91
C 8.76 0.40 0.80  -0.25
O 8.41 0.46 -0.59  -0.52
H 7.25 -0.90 1.35  0.26
H 8.81 -1.27 2.16  0.31
H 8.49 -1.72 0.49  0.29
H 9.83 0.58 0.90  0.29
H 8.33 1.16 1.44  0.23
H 7.50 0.75 -0.64  0.31
C -1.56 -3.66 3.36  -1.10
C -0.64 -4.09 2.16  -0.02
O -0.20 -5.39 2.36  -0.54
H -1.81 -2.60 3.40  0.33
H -1.12 -3.93 4.32  0.32
H -2.51 -4.19 3.26  0.27
H 0.20 -3.40 2.21  0.27
H -1.26 -4.06 1.27  0.17
H 0.62 -5.49 1.86  0.31
C -5.62 -6.95 -0.98  -0.93
C -4.21 -6.77 -1.59  -0.28
O -3.40 -7.91 -1.21  -0.52
H -5.55 -6.78 0.09  0.25
H -6.10 -7.91 -1.18  0.29
H -6.25 -6.12 -1.30  0.32
H -3.73 -5.79 -1.50  0.39
H -4.35 -7.03 -2.64  0.18
H -2.71 -7.50 -0.70  0.30
O -2.97 -3.03 -7.98  -0.65
H -2.18 -3.55 -7.84  0.31
H -3.08 -2.54 -7.17  0.33
O 1.73 3.96 6.73  -0.66
H 2.58 3.63 6.99  0.32
H 1.64 3.70 5.81  0.33
O -0.27 0.76 8.25  -0.64
H 0.30 0.88 9.02  0.31
H 0.15 1.28 7.57  0.33



The following is a quantum chemistry calculation of a molecular structure, C55H124N6O9 at a distorted geometry, from OMol25.

For the LUMO energy, the calculation gives 0.381 eV. As for the HOMO-LUMO gap: 7.2 eV. Its HOMO energy is -6.87 eV.

Each line ends with the Mulliken charge.
CARTESIAN COORDINATES (ANGSTROEM)
C -0.19 -0.61 1.87  -1.29
C -0.48 0.13 0.54  0.81
C -1.93 -0.15 0.00  0.31
O -2.17 -1.40 -0.47  -0.77
C -1.69 -1.56 -1.82  -0.52
N -0.26 1.54 0.72  0.48
H 0.74 -0.41 2.41  -0.02
H -0.37 -1.69 1.84  1.37
H -0.97 -0.36 2.58  0.65
H 0.25 -0.21 -0.20  -0.32
H -2.43 0.67 -0.51  -0.40
H -2.59 -0.08 0.87  -0.62
H -1.69 -2.63 -2.04  0.84
H -0.69 -1.24 -2.10  0.39
H -2.35 -0.94 -2.42  0.58
H -0.37 2.16 -0.07  -0.01
H 0.70 1.65 1.01  -0.24
C 0.93 -4.00 1.46  -0.83
C 0.90 -3.62 -0.09  1.65
C 2.37 -3.92 -0.53  -1.66
C 2.67 -5.40 -0.80  -0.47
C 1.56 -5.75 -1.76  -1.74
C 0.11 -5.73 -1.29  1.53
N -0.13 -4.34 -0.86  1.37
O -1.42 -4.15 -0.34  -0.62
C -0.78 -6.00 -2.61  -1.97
C -0.16 -6.86 -0.26  -1.53
C 0.76 -2.09 -0.11  -0.68
H -0.09 -3.87 1.84  -0.80
H 1.47 -3.28 2.07  -0.26
H 1.30 -5.01 1.64  1.59
H 2.56 -3.41 -1.47  0.81
H 3.09 -3.44 0.13  -0.34
H 2.52 -6.05 0.06  0.19
H 3.64 -5.55 -1.28  0.52
H 1.83 -6.68 -2.26  0.61
H 1.72 -5.22 -2.70  0.50
H -0.48 -6.98 -2.96  0.51
H -1.85 -5.88 -2.44  0.32
H -0.48 -5.27 -3.37  0.37
H -1.21 -7.15 -0.17  0.37
H 0.36 -7.75 -0.59  0.39
H 0.18 -6.74 0.77  0.28
H -0.29 -1.84 -0.29  -0.70
H 1.17 -1.61 -0.99  0.60
H 0.89 -1.50 0.80  0.30
H -1.61 -3.27 -0.68  -0.35
C 4.51 2.09 3.20  -1.65
C 3.93 1.12 2.07  1.76
C 2.38 0.98 2.25  -0.60
C 1.45 2.11 1.77  -0.39
C 1.79 2.32 0.26  -1.12
C 3.27 2.65 0.04  0.88
N 4.18 1.65 0.69  0.83
O 5.52 1.90 0.44  -0.55
C 3.59 2.52 -1.49  -1.79
C 3.50 4.15 0.39  -1.63
C 4.57 -0.29 2.24  -2.00
H 4.07 1.74 4.13  0.40
H 4.24 3.14 3.15  0.24
H 5.60 2.14 3.09  0.47
H 2.03 -0.02 2.01  -0.65
H 2.11 1.09 3.30  0.46
H 1.57 3.07 2.27  0.07
H 0.41 1.81 1.85  0.02
H 1.17 3.17 0.00  -0.05
H 1.44 1.49 -0.36  0.95
H 2.88 2.99 -2.16  0.05
H 4.56 2.82 -1.89  0.23
H 3.56 1.45 -1.68  0.53
H 3.41 4.45 1.43  0.33
H 4.51 4.53 0.20  0.43
H 2.84 4.90 -0.06  0.36
H 4.10 -0.95 1.51  0.47
H 4.48 -0.63 3.28  0.51
H 5.64 -0.38 2.04  0.44
H 5.60 1.21 -0.22  0.37
C -0.92 4.60 -1.80  -1.13
C 0.53 3.94 -2.04  1.91
C 0.50 2.41 -1.78  0.62
C 0.18 1.50 -2.94  1.04
C 1.06 1.84 -4.22  -2.59
C 1.04 3.38 -4.57  1.77
N 1.04 4.29 -3.39  1.43
O 1.36 5.68 -3.66  -0.62
C 2.26 3.51 -5.43  -1.95
C -0.28 3.79 -5.27  -2.34
C 1.38 4.54 -1.00  -1.95
H -1.43 4.15 -0.95  0.35
H -1.53 4.48 -2.70  0.43
H -0.94 5.68 -1.73  0.25
H 1.46 2.04 -1.42  -0.25
H -0.24 2.10 -1.05  -0.06
H -0.84 1.58 -3.33  -3.79
H 0.41 0.56 -2.44  -0.90
H 0.51 1.41 -5.06  1.15
H 2.04 1.38 -4.10  0.33
H 3.07 3.18 -4.79  0.38
H 2.08 2.81 -6.25  0.45
H 2.54 4.48 -5.83  0.30
H -0.48 4.85 -5.36  0.31
H -0.47 3.29 -6.22  0.55
H -1.17 3.48 -4.73  1.08
H 1.23 5.62 -0.91  0.67
H 2.45 4.45 -1.20  0.27
H 1.25 4.08 -0.02  0.34
H 2.12 5.77 -3.08  0.33
C 2.30 -1.13 5.95  -1.77
C 1.19 -1.71 5.03  1.51
C 1.16 -0.78 3.81  -0.12
C 2.30 -0.95 2.66  -1.64
C 2.28 -2.47 2.32  0.53
C 2.49 -3.36 3.55  1.05
N 1.44 -3.08 4.49  1.05
O 1.65 -4.04 5.58  -0.59
C 2.20 -4.78 2.99  -2.36
C 3.99 -3.22 3.97  -1.88
C -0.19 -1.60 5.78  -1.79
H 2.37 -1.54 6.95  0.32
H 2.24 -0.06 6.13  0.37
H 3.26 -1.20 5.45  0.29
H 0.24 -0.94 3.26  0.09
H 1.27 0.29 4.01  1.14
H 3.25 -0.52 2.97  -0.69
H 2.01 -0.58 1.68  1.34
H 3.20 -2.58 1.75  0.75
H 1.26 -2.62 1.97  -1.67
H 2.51 -4.86 1.95  0.54
H 2.54 -5.71 3.45  0.11
H 1.13 -4.98 2.93  0.28
H 4.60 -2.43 3.55  0.24
H 4.13 -3.25 5.05  0.41
H 4.50 -4.09 3.56  0.48
H -0.46 -2.28 6.59  0.36
H -1.05 -1.81 5.14  0.28
H -0.40 -0.58 6.10  0.35
H 0.87 -4.59 5.61  0.35
C -3.07 3.95 -2.31  -2.05
C -3.47 2.52 -2.04  1.35
C -3.19 2.31 -0.54  -1.09
C -3.76 0.99 -0.01  1.94
C -5.30 0.83 -0.33  -3.18
C -5.60 1.24 -1.79  1.77
N -4.89 2.39 -2.21  0.40
O -5.32 2.84 -3.57  -0.48
C -5.40 -0.08 -2.58  -1.86
C -7.12 1.55 -1.79  -1.98
C -2.54 1.60 -2.84  2.39
H -3.48 4.67 -1.59  0.47
H -3.36 4.29 -3.31  0.56
H -2.00 4.14 -2.35  -0.66
H -2.16 2.44 -0.20  -1.14
H -3.78 3.07 -0.02  1.37
H -3.59 1.02 1.07  -0.56
H -3.20 0.13 -0.37  0.24
H -5.83 1.53 0.30  0.43
H -5.71 -0.13 -0.02  0.49
H -4.36 -0.40 -2.54  0.36
H -6.05 -0.89 -2.24  0.44
H -5.71 0.26 -3.56  0.37
H -7.24 2.52 -1.30  0.54
H -7.49 1.71 -2.81  0.41
H -7.77 0.84 -1.29  0.32
H -1.53 2.01 -2.81  -0.93
H -3.04 1.35 -3.77  1.03
H -2.47 0.67 -2.27  -0.46
H -5.98 3.49 -3.34  0.36
C -2.93 1.99 2.42  -1.58
C -1.99 3.09 1.98  1.63
O -2.36 4.29 2.74  -0.70
H -2.91 1.11 1.78  0.66
H -3.93 2.43 2.36  0.51
H -2.74 1.63 3.43  0.53
H -1.91 3.28 0.90  0.02
H -0.93 2.89 2.10  -0.64
H -1.68 4.97 2.65  0.42
C -1.42 -3.21 3.05  -1.32
C -2.44 -2.15 3.06  -0.08
O -2.00 -1.24 4.05  -0.73
H -0.49 -2.71 2.82  0.08
H -1.57 -3.82 2.16  0.56
H -1.40 -3.67 4.04  0.91
H -3.45 -2.52 3.24  0.71
H -2.62 -1.71 2.08  -0.60
H -2.66 -0.77 4.57  0.36
C -1.43 -1.16 -4.93  -2.01
C -1.47 0.03 -4.10  1.43
O -0.92 1.12 -4.84  -0.54
H -1.79 -1.98 -4.31  0.32
H -0.41 -1.31 -5.28  0.47
H -1.98 -0.89 -5.83  0.39
H -1.01 0.07 -3.11  -1.05
H -2.52 0.28 -3.94  0.60
H -1.12 2.01 -4.54  0.51



The following is a quantum chemistry calculation of 2 unconnected molecules or ions with the total composition C5H8O2, from OMol25.

For the LUMO energy, the calculation gives 0.723 eV. As for the HOMO-LUMO gap: 9.3 eV. Its HOMO energy is -8.59 eV.

Each line ends with the Mulliken charge.
CARTESIAN COORDINATES (ANGSTROEM)
C -1.48 0.66 0.18  -0.55
O -1.00 1.10 -1.11  -0.40
C 0.24 0.48 -1.26  0.02
C 0.07 -0.90 -0.67  -0.49
C -0.36 -0.28 0.67  0.01
C 0.74 0.76 0.94  -0.55
O 1.12 1.11 -0.26  -0.16
H -2.44 0.14 0.06  0.32
H -1.62 1.53 0.83  0.36
H 0.64 0.66 -2.26  0.42
H 1.00 -1.48 -0.61  0.31
H -0.71 -1.47 -1.18  0.29
H -0.62 -0.93 1.50  0.36
H 2.14 -0.34 1.76  -0.02
H 2.42 -1.03 1.64  0.08



The following is a quantum chemistry calculation of a molecular structure, C3H6N2OS at a distorted geometry, from OMol25.

For the LUMO energy, the calculation gives 0.178 eV. As for the HOMO-LUMO gap: 9.0 eV. Its HOMO energy is -8.86 eV.

Each line ends with the Mulliken charge.
CARTESIAN COORDINATES (ANGSTROEM)
C 1.11 -1.07 0.97  -0.61
C 0.76 1.16 -0.39  -0.05
C -1.95 -0.46 0.13  0.00
H 0.10 -1.62 0.91  0.23
H 1.20 -0.51 2.01  0.27
H 1.80 -2.01 0.69  0.26
H 1.05 2.02 -0.98  0.37
H -1.45 0.82 1.95  0.32
H -2.54 -1.01 0.89  0.37
N -0.37 1.58 0.21  -0.64
N -1.19 0.58 0.73  0.03
O -1.98 -0.82 -1.13  -0.56
S 1.69 -0.25 -0.45  0.02



The following is a quantum chemistry calculation of 4 unconnected molecules or ions with the total composition C21H21F3O6P2S at a distorted geometry, from OMol25.

For the LUMO energy, the calculation gives -0.374 eV. As for the SMILES: O=C1O[C@@H]([PH2]=S)[C@@H](P(=O)(O)O)O1.Fc1ccccc1.Fc1ccccc1.Fc1ccccc1. As for the HOMO-LUMO gap: 8.7 eV. Its HOMO energy is -9.11 eV.

Each line ends with the Mulliken charge.
CARTESIAN COORDINATES (ANGSTROEM)
O -5.79 4.03 -5.42  -0.47
C -5.57 3.06 -4.70  0.58
O -6.17 1.75 -4.69  -0.34
C -6.23 1.17 -3.32  0.00
P -5.50 -0.56 -3.61  0.17
S -6.18 -1.69 -2.13  -0.43
C -5.39 2.31 -2.58  0.02
P -4.23 1.93 -1.15  1.20
O -2.91 2.70 -1.45  -0.70
O -4.81 2.50 0.35  -0.52
O -3.78 0.31 -0.97  -0.44
O -4.64 3.02 -3.59  -0.26
H -7.36 1.07 -3.10  0.35
H -6.10 -1.08 -4.81  0.13
H -4.08 -0.57 -3.72  0.11
H -6.23 2.92 -2.06  0.13
H -5.79 2.59 0.30  0.33
H -4.16 -0.02 -0.12  0.22
F -4.25 -0.59 2.39  -0.34
C -2.96 -0.44 2.74  0.41
C -2.24 0.63 2.22  -0.10
C -0.91 0.80 2.58  -0.59
C -0.30 -0.11 3.44  -0.50
C -1.03 -1.18 3.95  -0.46
C -2.37 -1.34 3.60  -0.50
H -2.73 1.33 1.54  0.36
H -0.34 1.64 2.19  0.42
H 0.74 0.02 3.72  0.42
H -0.56 -1.89 4.62  0.39
H -2.95 -2.17 3.99  0.43
F 1.50 -3.28 1.86  -0.32
C 1.83 -2.55 0.78  0.30
C 3.14 -2.56 0.34  -0.55
C 3.49 -1.81 -0.78  -0.25
C 2.52 -1.06 -1.44  -0.61
C 1.20 -1.05 -0.98  -0.40
C 0.86 -1.81 0.13  -0.30
H 3.89 -3.15 0.86  0.43
H 4.51 -1.82 -1.15  0.41
H 2.79 -0.47 -2.31  0.37
H 0.45 -0.46 -1.49  0.44
H -0.16 -1.83 0.50  0.48
F 7.50 -1.99 -0.72  -0.33
C 7.45 -1.01 0.19  0.31
C 6.87 0.20 -0.13  -0.22
C 6.81 1.21 0.82  -0.40
C 7.35 1.00 2.09  -0.46
C 7.94 -0.22 2.40  -0.35
C 7.99 -1.23 1.45  -0.46
H 6.46 0.35 -1.13  0.43
H 6.35 2.16 0.58  0.36
H 7.31 1.80 2.83  0.37
H 8.37 -0.38 3.39  0.36
H 8.44 -2.19 1.69  0.41



The following is a quantum chemistry calculation of a molecular structure, N2O6Rb2 at a distorted geometry, from OMol25.

For the LUMO energy, the calculation gives -1.919 eV. As for the HOMO-LUMO gap: 4.0 eV. Its HOMO energy is -5.94 eV.

Each line ends with the Mulliken charge.
CARTESIAN COORDINATES (ANGSTROEM)
Rb 0.52 -0.27 -4.14  0.97
Rb 0.26 3.47 -0.36  0.98
N -1.30 0.42 -1.31  0.75
O -0.63 -0.34 -0.61  -0.40
O -1.77 -0.04 -2.41  -0.65
O -1.60 1.54 -0.86  -0.67
N 1.04 -1.20 2.39  0.84
O 1.46 -1.23 1.22  -0.58
O 1.33 -0.13 3.07  -0.65
O 0.70 -2.23 3.02  -0.59